C51H74ClF9N3O35S | the ωB97M-V functional and the def2-TZVPD basis

Each line ends with the Mulliken charge.
Cartesian coordinates (Å):
C1 -3.676 -0.661 2.667  -0.3690
C2 -3.375 0.694 3.338  0.1968
Cl1 -2.294 0.303 4.798  -0.1786
C3 -2.560 1.716 2.474  -0.2543
C4 -3.362 2.522 1.397  0.1126
C5 -4.899 2.420 1.465  -1.7075
N1 -5.447 1.344 0.583  -0.0583
C6 -5.186 1.664 -0.731  0.1242
N2 -5.895 1.161 -1.708  -0.0527
C7 -7.047 0.261 -1.565  -1.0645
C8 -6.768 -1.198 -1.985  -0.2347
C9 -5.651 -1.898 -1.143  0.8190
C10 -5.200 -3.150 -1.955  -0.7723
O1 -4.183 -2.696 -2.891  -0.2149
C11 -3.034 -3.455 -2.771  0.0413
O2 -2.916 -4.431 -3.391  -0.4869
N3 -4.142 2.530 -1.009  -0.4016
C12 -2.977 2.263 -0.094  -0.7517
C13 -2.432 0.836 -0.467  -0.1253
C14 -0.858 0.908 -0.540  -1.5013
C15 -0.151 -0.423 -0.095  2.6423
C16 1.287 -0.418 -0.689  -1.5760
C17 1.469 -1.342 -1.923  0.8062
F1 2.808 -1.665 -1.895  -0.4053
F2 0.830 -2.512 -1.738  -0.1907
C18 1.252 -0.657 -3.312  0.5375
F3 2.231 -1.119 -4.147  -0.2591
F4 1.464 0.643 -3.269  -0.2290
S1 -0.388 -0.948 -4.193  1.4092
F5 -1.268 -1.060 -2.871  -0.0628
F6 -0.666 0.649 -4.201  -0.4778
F7 0.383 -0.729 -5.603  -0.4589
F8 -0.180 -2.508 -4.337  -0.3282
F9 -1.737 -1.103 -5.035  -0.4204
H1 -4.370 -0.599 1.810  -0.2551
H2 -2.733 -1.069 2.292  -0.2599
H3 -4.087 -1.357 3.416  0.5946
H4 -4.296 1.092 3.783  0.6091
H5 -1.678 1.177 2.086  -0.9410
H6 -2.144 2.452 3.185  0.6761
H7 -3.150 3.590 1.588  0.7925
H8 -5.311 2.403 2.481  0.6505
H9 -5.280 3.357 1.006  0.5420
H10 -6.448 1.352 0.775  0.3469
H11 -5.659 1.431 -2.658  0.3140
H12 -7.829 0.647 -2.247  0.4097
H13 -7.502 0.251 -0.566  0.3144
H14 -7.699 -1.770 -1.771  -0.1290
H15 -6.587 -1.313 -3.070  0.5013
H16 -4.808 -1.218 -0.945  -0.7872
H17 -6.120 -2.276 -0.215  0.4841
H18 -4.856 -3.972 -1.305  0.4646
H19 -6.039 -3.546 -2.550  0.2238
H20 -2.240 -3.072 -2.099  0.4239
H21 -3.801 2.389 -1.957  0.5761
H22 -2.189 2.988 -0.361  0.6514
H23 -2.803 0.014 0.165  -0.1563
H24 -2.761 0.606 -1.503  0.5433
H25 -0.492 1.700 0.139  0.5568
H26 -0.534 1.217 -1.552  0.4404
H27 -0.077 -0.349 0.990  -1.9037
H28 -0.771 -1.280 -0.400  0.5298
H29 1.944 -0.882 0.073  0.1288
H30 1.688 0.591 -0.850  0.8246
C19 -0.766 -4.579 1.781  -0.5013
C20 0.582 -4.425 2.428  0.0995
O3 0.745 -2.999 2.480  -0.1766
C21 -0.493 -2.452 2.452  0.2621
O4 -0.731 -1.297 2.640  -0.1695
O5 -1.439 -3.380 2.172  -0.4013
H31 -1.303 -5.458 2.131  0.3853
H32 -0.706 -4.611 0.691  0.2163
H33 0.607 -4.818 3.446  0.2719
H34 1.374 -4.893 1.848  -0.0473
C22 1.921 0.809 2.927  0.6082
C23 1.694 1.322 4.312  -0.4903
O6 1.318 2.686 4.092  -0.2733
C24 0.820 2.771 2.845  0.3122
O7 0.258 3.731 2.406  -0.5748
O8 1.029 1.628 2.143  -0.1050
H35 1.668 -0.245 2.828  -0.3510
H36 2.945 0.963 2.584  0.1261
H37 0.875 0.816 4.818  0.1862
H38 2.584 1.257 4.930  0.4824
C25 2.823 -3.533 -7.044  -0.0725
C26 3.479 -2.349 -7.707  -0.2134
O9 4.742 -2.874 -8.107  -0.3492
C27 4.609 -4.225 -8.222  0.5668
O10 5.426 -4.942 -8.695  -0.4960
O11 3.412 -4.640 -7.721  -0.3635
H39 1.741 -3.534 -7.168  0.2549
H40 3.061 -3.601 -5.980  0.1781
H41 2.938 -2.013 -8.595  0.2898
H42 3.604 -1.505 -7.031  0.2168
C28 -1.776 0.661 -8.321  -0.3114
C29 -1.932 1.160 -6.908  0.4931
O12 -2.316 2.522 -7.095  -0.3620
C30 -2.876 2.624 -8.333  0.5358
O13 -3.449 3.583 -8.733  -0.5093
O14 -2.693 1.479 -9.046  -0.3398
H43 -2.029 -0.392 -8.426  0.3049
H44 -0.770 0.824 -8.714  0.3072
H45 -2.726 0.641 -6.367  0.0942
H46 -1.015 1.093 -6.339  -0.2240
C31 4.814 -3.046 2.917  0.3444
C32 5.295 -1.742 2.338  -0.3162
O15 4.607 -0.770 3.131  -0.3619
C33 4.291 -1.368 4.318  0.6710
O16 3.866 -0.793 5.271  -0.5541
O17 4.530 -2.702 4.273  -0.3569
H47 5.566 -3.829 2.865  0.2646
H48 3.897 -3.405 2.443  -0.2372
H49 6.366 -1.600 2.461  0.0747
H50 5.043 -1.632 1.284  0.4826
C34 0.887 8.042 3.027  0.0767
C35 0.099 6.765 3.158  0.1243
O18 -1.188 7.230 3.571  -0.3637
C36 -1.307 8.522 3.159  0.6339
O19 -2.318 9.147 3.195  -0.5540
O20 -0.122 9.000 2.699  -0.3417
H51 1.638 7.990 2.251  0.0206
H52 1.365 8.338 3.963  0.1908
H53 -0.005 6.236 2.210  0.0846
H54 0.520 6.085 3.895  0.1508
C37 5.951 6.931 2.045  -0.2890
C38 5.097 6.774 0.812  -0.2991
O21 3.900 7.465 1.171  -0.3280
C39 4.220 8.363 2.142  0.6727
O22 3.487 9.209 2.541  -0.5129
O23 5.485 8.163 2.594  -0.3297
H55 7.013 6.984 1.816  0.2927
H56 5.785 6.134 2.774  0.2431
H57 5.534 7.257 -0.065  0.2580
H58 4.889 5.732 0.575  0.2707
C40 10.628 -0.843 0.862  -0.3510
C41 9.843 -2.123 0.992  -0.3513
O24 8.552 -1.659 1.392  -0.2606
C42 8.432 -0.368 0.974  0.6466
O25 7.422 0.259 1.001  -0.4810
O26 9.618 0.109 0.524  -0.3430
H59 11.389 -0.894 0.087  0.3113
H60 11.096 -0.542 1.801  0.2574
H61 9.749 -2.654 0.042  0.2533
H62 10.261 -2.799 1.735  0.3158
C43 -11.686 -3.027 -2.438  -0.2951
C44 -11.445 -4.340 -3.136  -0.3092
O27 -10.018 -4.400 -3.201  -0.2994
C45 -9.530 -3.619 -2.213  0.5632
O28 -8.381 -3.581 -1.888  -0.5674
O29 -10.510 -2.882 -1.636  -0.3077
H63 -12.580 -3.036 -1.819  0.2897
H64 -11.745 -2.187 -3.133  0.2558
H65 -11.808 -5.194 -2.560  0.2799
H66 -11.882 -4.374 -4.131  0.2960
C46 5.793 -6.649 -0.789  -0.3857
C47 6.379 -6.240 0.538  -0.2287
O30 5.250 -5.687 1.219  -0.2290
C48 4.135 -6.226 0.665  0.5645
O31 3.039 -6.104 1.113  -0.5636
O32 4.431 -6.922 -0.457  -0.3231
H67 6.275 -7.529 -1.209  0.3185
H68 5.822 -5.844 -1.526  0.2664
H69 6.755 -7.090 1.112  0.2823
H70 7.173 -5.503 0.438  0.2365
C49 2.244 3.745 8.402  -0.2962
C50 0.764 3.796 8.681  -0.3650
O33 0.248 2.783 7.817  -0.2876
C51 1.256 1.909 7.563  0.6607
O34 1.116 0.864 7.012  -0.5093
O35 2.444 2.384 8.018  -0.3070
H71 2.846 3.995 9.273  0.2971
H72 2.536 4.392 7.571  0.2362
H73 0.523 3.535 9.714  0.2788
H74 0.325 4.764 8.449  0.3053

The frontier orbital gap is 9.4 eV. As for the net charge: +1. The value obtained for the HOMO energy is -11.645 eV. The energy above the lowest of the compared OMol25 structures with the same formula, charge and spin comes out at 0.00 kJ/mol. As for the LUMO energy: -2.197 eV. As for the multiplicity: 1.



C51H76BCl4F8NO12 | the ωB97M-V functional and the def2-TZVPD basis

Each line ends with the Mulliken charge.
Cartesian coordinates (Å):
C1 -2.764 2.948 -1.045  -1.6693
C2 -2.472 1.836 0.040  -0.3900
C3 -1.036 1.691 0.745  0.2793
N1 -1.082 0.630 1.943  0.8336
C4 -2.075 -0.633 1.713  -1.2950
C5 -1.484 -1.658 0.686  0.1610
C6 -0.126 -2.180 1.118  -0.4119
C7 0.883 -1.051 1.362  -0.1188
C8 0.318 0.037 2.358  -1.2027
C9 -1.602 1.436 3.069  -1.2364
H1 -2.895 3.850 -0.448  0.4360
H2 -3.663 2.709 -1.614  0.3903
H3 -1.962 3.059 -1.775  0.3874
H4 -2.560 0.877 -0.471  -0.0382
H5 -3.259 1.925 0.790  0.2180
H6 -0.621 2.611 1.157  0.1588
H7 -0.382 1.121 0.085  0.2086
H8 -3.093 -0.366 1.432  0.5257
H9 -2.086 -1.229 2.625  0.4951
H10 -1.470 -1.238 -0.320  -0.0744
H11 -2.253 -2.423 0.576  0.0556
H12 0.237 -2.779 0.283  0.1599
H13 -0.240 -2.811 2.000  0.3494
H14 1.084 -0.621 0.381  0.2192
H15 1.776 -1.482 1.815  0.3901
H16 0.995 0.890 2.412  0.3624
H17 0.324 -0.438 3.339  0.3272
H18 -1.655 0.737 3.904  0.6167
H19 -2.661 1.644 2.913  0.5250
H20 -0.973 2.261 3.402  0.0345
B1 0.757 1.055 6.397  0.4968
F1 1.548 0.343 7.262  -0.3878
F2 0.148 0.141 5.576  -0.3300
F3 -0.299 1.661 7.021  -0.3947
F4 1.602 1.936 5.808  -0.3643
C10 -3.735 1.132 6.972  -0.1673
Cl1 -3.946 2.226 5.541  -0.1509
Cl2 -5.317 0.688 7.584  -0.1875
H21 -3.310 0.175 6.670  0.2044
H22 -3.273 1.603 7.840  0.2965
C11 4.509 2.908 2.359  0.1288
Cl3 5.542 1.745 1.378  -0.1524
Cl4 4.403 4.437 1.437  -0.1709
H23 3.552 2.407 2.502  -0.2732
H24 4.987 3.199 3.294  0.4725
C12 2.834 -3.258 -1.799  -0.7310
C13 2.678 -3.700 -3.307  -0.4601
O1 1.707 -2.819 -3.763  -0.0377
C14 1.518 -2.619 -5.071  0.4608
O2 2.200 -3.077 -5.974  -0.6259
O3 0.350 -2.080 -5.272  -0.1835
C15 -0.113 -1.706 -6.568  -0.7384
H25 2.009 -2.647 -1.434  0.0221
H26 3.766 -2.816 -1.447  0.3787
H27 2.899 -4.084 -1.090  0.3357
H28 2.364 -4.742 -3.352  0.3759
H29 3.658 -3.600 -3.775  0.3065
H30 -0.992 -1.076 -6.430  0.2307
H31 -0.363 -2.513 -7.256  0.2993
H32 0.676 -1.131 -7.052  0.3399
C16 6.159 0.201 -2.713  -1.4061
C17 4.808 0.235 -1.908  0.3180
O4 4.109 1.446 -2.141  -0.3818
C18 3.113 1.820 -1.335  0.4346
O5 2.617 1.172 -0.425  -0.1226
O6 2.533 2.946 -1.701  -0.4631
C19 1.671 3.657 -0.934  0.3984
H33 6.925 0.885 -2.348  0.3376
H34 5.845 0.423 -3.732  0.3478
H35 6.584 -0.780 -2.499  0.3819
H36 4.952 0.132 -0.833  0.1793
H37 4.147 -0.557 -2.260  -0.0282
H38 1.250 4.494 -1.491  0.0109
H39 2.090 4.263 -0.130  0.0396
H40 1.004 2.904 -0.514  0.0447
C20 3.552 -5.193 3.167  -1.3674
C21 2.839 -3.994 3.750  0.4874
O7 3.738 -2.930 3.807  -0.3500
C22 3.438 -1.852 4.440  0.9719
O8 2.520 -1.653 5.237  -0.6037
O9 4.324 -1.027 4.065  -0.2872
C23 4.621 0.154 4.880  -0.5201
H41 4.158 -4.906 2.308  0.3244
H42 2.884 -6.035 2.987  0.2912
H43 4.271 -5.473 3.937  0.4067
H44 2.464 -4.190 4.754  0.3396
H45 2.060 -3.777 3.020  -0.2697
H46 5.127 0.872 4.234  0.1057
H47 5.338 -0.204 5.618  0.3208
H48 3.781 0.606 5.408  0.2262
C24 1.839 7.380 -7.094  -1.1685
C25 1.726 7.399 -5.558  -0.2293
O10 0.712 6.585 -4.979  -0.3043
C26 0.445 6.497 -3.682  0.8597
O11 1.135 6.963 -2.794  -0.6161
O12 -0.692 5.906 -3.524  -0.3064
C27 -1.519 6.158 -2.425  -0.4018
H49 2.437 8.234 -7.411  0.3575
H50 0.870 7.494 -7.579  0.3158
H51 2.285 6.456 -7.464  0.3085
H52 1.478 8.425 -5.285  0.2722
H53 2.636 7.133 -5.020  0.3256
H54 -1.120 6.173 -1.411  0.0775
H55 -2.222 5.332 -2.317  0.1934
H56 -2.175 7.019 -2.545  0.4026
F5 -3.712 0.274 -2.652  -0.1152
C28 -3.881 -0.901 -3.291  0.4404
C29 -2.979 -1.926 -3.147  -0.1431
C30 -3.219 -3.154 -3.759  -0.8121
C31 -4.367 -3.329 -4.529  -0.8582
C32 -5.332 -2.345 -4.516  -0.3788
C33 -5.114 -1.091 -3.927  -0.9060
H57 -2.025 -1.826 -2.650  0.5114
H58 -2.431 -3.892 -3.787  0.4665
H59 -4.530 -4.289 -4.997  0.3649
H60 -6.249 -2.680 -4.979  0.2990
H61 -5.850 -0.325 -3.729  0.3561
F6 -7.521 -1.805 -0.748  -0.3490
C34 -6.850 -2.960 -1.024  0.2960
C35 -5.531 -3.008 -0.720  -0.1134
C36 -4.785 -4.133 -0.868  0.1613
C37 -5.393 -5.230 -1.435  -0.2731
C38 -6.767 -5.284 -1.736  -0.7025
C39 -7.509 -4.101 -1.448  -0.3841
H62 -5.112 -2.135 -0.241  0.3104
H63 -3.751 -3.954 -0.612  -0.2010
H64 -4.862 -6.166 -1.532  0.3343
H65 -7.213 -6.090 -2.299  0.3939
H66 -8.568 -4.115 -1.663  0.3618
F7 0.166 -6.011 -1.672  -0.3129
C40 0.113 -6.417 -0.448  0.2553
C41 1.096 -7.248 0.055  -0.5133
C42 1.038 -7.615 1.388  -0.2387
C43 0.090 -7.139 2.242  -0.8760
C44 -0.876 -6.217 1.730  -0.4127
C45 -0.894 -5.868 0.382  -0.2940
H67 1.860 -7.741 -0.529  0.4473
H68 1.818 -8.312 1.657  0.4050
H69 -0.082 -7.372 3.282  0.3918
H70 -1.637 -5.708 2.303  0.4483
H71 -1.633 -5.134 0.098  0.7361
F8 -1.754 4.764 2.172  -0.2945
C46 -0.626 5.466 2.500  0.4198
C47 -0.295 5.606 3.846  -0.3952
C48 0.892 6.251 4.159  -0.7134
C49 1.773 6.657 3.140  -0.5484
C50 1.421 6.510 1.826  -0.8738
C51 0.217 5.926 1.498  0.2892
H72 -0.972 5.290 4.626  0.4945
H73 0.834 6.718 5.132  0.3911
H74 2.513 7.433 3.261  0.4314
H75 2.186 6.782 1.115  0.5513
H76 -0.019 5.911 0.444  0.2091

The frontier orbital gap (spin up / spin down) is 1.8 / 6.6 eV. As for the net charge: -1. The value obtained for the HOMO energy (spin up / spin down) is 0.042 / -4.815 eV. As for the LUMO energy (spin up / spin down): 1.821 / 1.810 eV. As for the multiplicity: 2.